1.
The following is a quantum chemistry calculation of a molecular structure, C38H31AuN5O6PSTe, from the OMol25 dataset.

```
84
Properties=species:S:1:pos:R:3:forces:R:3:lowdin_charge:R:1
Au -0.961 -1.353 0.308 -0.114 -0.110 0.001 0.533
N -0.787 0.728 0.368 0.057 0.030 -0.065 -0.385
P -2.118 1.548 0.456 -0.018 0.008 0.052 0.766
C -3.488 0.970 -0.598 -0.032 0.003 0.024 -0.296
C -4.068 -0.263 -0.292 -0.004 0.007 0.003 -0.121
C -5.054 -0.798 -1.103 0.001 0.002 0.000 -0.075
C -5.477 -0.103 -2.230 0.000 -0.005 0.004 -0.083
C -4.920 1.128 -2.532 -0.004 -0.002 -0.002 -0.078
C -3.931 1.666 -1.717 0.021 -0.015 -0.028 -0.069
C -1.817 3.267 -0.036 -0.010 0.014 0.003 -0.281
C -1.065 3.501 -1.187 0.015 -0.009 0.008 -0.096
C -0.798 4.796 -1.600 -0.005 0.003 -0.002 -0.079
C -1.275 5.871 -0.860 0.002 -0.001 0.001 -0.084
C -2.019 5.647 0.287 0.000 -0.002 0.000 -0.076
C -2.291 4.348 0.699 -0.023 0.000 -0.006 -0.062
C -2.863 1.631 2.105 0.014 -0.009 0.012 -0.304
C -2.004 1.553 3.196 -0.005 -0.059 0.004 -0.082
C -2.504 1.595 4.488 -0.004 -0.001 0.011 -0.065
C -3.869 1.728 4.693 0.002 -0.003 -0.007 -0.073
C -4.734 1.816 3.610 0.004 -0.002 0.001 -0.078
C -4.234 1.763 2.318 -0.007 0.058 -0.004 -0.086
H -3.757 -0.798 0.601 0.000 0.002 -0.001 0.096
H -5.498 -1.753 -0.853 0.002 0.002 -0.002 0.106
H -6.248 -0.521 -2.865 0.002 0.003 0.000 0.103
H -5.256 1.677 -3.403 0.002 0.000 0.003 0.103
H -3.506 2.633 -1.959 -0.002 0.000 0.004 0.099
H -0.688 2.660 -1.758 0.003 0.004 0.001 0.093
H -0.215 4.969 -2.496 0.000 0.000 0.002 0.103
H -1.062 6.884 -1.178 0.000 -0.001 -0.001 0.103
H -2.386 6.482 0.869 0.001 0.000 -0.003 0.104
H -2.868 4.178 1.599 0.004 0.001 0.001 0.103
H -0.942 1.425 3.025 -0.006 0.011 0.000 0.099
H -1.831 1.490 5.328 0.004 -0.004 -0.006 0.109
H -4.263 1.748 5.702 -0.001 0.004 -0.003 0.104
H -5.800 1.911 3.771 0.004 0.002 0.003 0.102
H -4.914 1.819 1.476 0.004 -0.004 -0.001 0.107
O -0.701 -1.226 4.712 -0.011 0.011 -0.012 0.069
C -0.474 -1.386 3.526 0.099 -0.066 -0.104 -0.660
O -1.350 -1.571 2.597 -0.069 0.123 0.071 -0.274
C 0.984 -1.452 3.082 -0.002 0.035 0.037 -0.109
C 1.537 -0.539 2.188 0.015 0.039 0.035 0.045
C 2.867 -0.684 1.831 0.019 0.015 -0.039 -0.106
C 3.666 -1.716 2.282 -0.015 -0.013 0.017 0.084
C 3.080 -2.598 3.165 0.036 -0.048 0.009 -0.126
C 1.774 -2.469 3.602 -0.041 -0.021 -0.066 0.064
N 3.881 -3.743 3.639 0.073 0.169 0.114 -0.352
O 3.344 -4.532 4.389 -0.024 -0.059 -0.071 0.080
O 5.029 -3.827 3.250 -0.060 -0.037 -0.019 0.081
N 3.475 0.299 0.911 -0.023 0.080 0.134 -0.337
O 4.646 0.155 0.620 -0.020 -0.072 -0.103 0.076
O 2.773 1.204 0.507 0.024 -0.006 0.014 0.066
H 0.943 0.270 1.772 0.004 -0.032 -0.026 0.080
H 4.690 -1.824 1.967 0.002 -0.009 -0.008 0.132
H 1.367 -3.165 4.322 0.017 0.002 0.007 0.141
N 0.989 0.522 -1.594 -0.132 0.159 -0.145 0.110
C 0.651 -0.415 -2.440 0.138 -0.081 0.040 -0.795
S -0.635 -1.523 -2.134 -0.109 0.064 -0.126 0.613
N 1.322 -0.584 -3.603 -0.040 0.030 0.014 0.046
C 2.353 0.266 -4.093 0.034 -0.019 0.022 -0.248
C 2.217 0.850 -5.346 -0.012 0.007 0.011 -0.022
C 3.228 1.659 -5.841 0.002 0.001 0.001 -0.078
C 4.364 1.902 -5.081 -0.005 -0.001 -0.007 -0.083
C 4.496 1.317 -3.830 0.012 -0.001 0.009 -0.064
C 3.500 0.486 -3.338 -0.008 -0.006 -0.016 -0.031
H 0.324 0.737 -0.772 0.026 -0.045 0.075 -0.006
H 1.740 1.158 -1.820 0.032 -0.014 0.021 0.092
H 0.933 -1.271 -4.228 0.014 -0.026 0.004 0.122
H 1.317 0.674 -5.922 0.005 0.002 -0.001 0.116
H 3.122 2.109 -6.819 0.000 -0.001 0.003 0.106
H 5.146 2.543 -5.465 -0.003 -0.004 0.003 0.105
H 5.382 1.494 -3.235 -0.006 -0.003 0.003 0.111
H 3.619 -0.001 -2.377 0.010 0.007 -0.004 0.115
Te -1.155 -3.923 0.955 0.101 -0.088 -0.011 1.198
C 0.778 -4.550 0.413 -0.014 0.045 0.100 -0.612
C 1.235 -4.406 -0.893 0.079 0.060 -0.010 -0.163
C 2.525 -4.806 -1.214 0.006 0.008 0.009 -0.078
C 3.362 -5.326 -0.236 -0.002 0.001 -0.010 -0.071
C 2.905 -5.467 1.067 -0.019 -0.032 0.000 -0.085
C 1.610 -5.089 1.391 -0.047 -0.113 0.006 -0.164
H 0.603 -3.968 -1.654 -0.017 0.008 0.012 0.042
H 2.879 -4.697 -2.231 -0.001 -0.005 -0.002 0.105
H 4.370 -5.626 -0.490 0.002 0.008 0.007 0.107
H 3.552 -5.880 1.831 -0.003 -0.005 -0.004 0.106
H 1.250 -5.224 2.405 0.026 0.008 -0.002 0.093
```
Positions in Å, forces in eV/Å.

Computed properties:
Kohn-Sham gap (spin up / spin down) in eV: 6.4 / 5.9
Energy relative to the best compared isomer or geometry (same formula, charge and spin) in eV: 0.092
Charge: 0
Spin multiplicity: 3
HOMO level (spin up / spin down) in eV: -7.13 / -8.25

2.
The following is a quantum chemistry calculation of a molecular structure, C38H31AuN5O6PSTe, from the OMol25 dataset.

```
84
Properties=species:S:1:pos:R:3:forces:R:3:lowdin_charge:R:1
Au 1.489 -0.595 0.503 0.062 0.010 0.014 0.524
N 0.015 -0.077 -0.898 0.202 0.032 0.081 -0.383
P 0.589 0.462 -2.256 -0.213 -0.103 -0.012 0.756
C 2.004 1.611 -2.195 0.069 0.040 -0.005 -0.299
C 3.231 1.127 -1.734 0.016 -0.026 -0.008 -0.128
C 4.325 1.968 -1.615 -0.035 -0.007 0.011 -0.075
C 4.211 3.309 -1.962 -0.019 0.004 -0.014 -0.083
C 3.005 3.796 -2.440 -0.033 -0.030 -0.002 -0.078
C 1.906 2.950 -2.560 0.042 0.012 0.074 -0.068
C -0.723 1.368 -3.127 -0.023 0.049 0.005 -0.282
C -1.441 2.323 -2.404 -0.021 -0.021 0.017 -0.099
C -2.471 3.032 -3.000 0.018 -0.022 -0.025 -0.080
C -2.800 2.787 -4.328 0.007 0.000 0.018 -0.084
C -2.095 1.840 -5.053 0.025 -0.013 0.019 -0.076
C -1.058 1.132 -4.456 0.022 0.037 -0.006 -0.061
C 1.134 -0.817 -3.419 -0.073 -0.116 -0.019 -0.302
C 0.393 -1.999 -3.429 0.112 0.010 0.024 -0.090
C 0.729 -3.030 -4.291 0.001 0.005 -0.006 -0.071
C 1.807 -2.885 -5.154 -0.013 -0.003 0.013 -0.072
C 2.546 -1.711 -5.155 -0.010 0.031 0.034 -0.075
C 2.213 -0.678 -4.289 -0.055 -0.018 -0.068 -0.077
H 3.338 0.074 -1.489 -0.014 0.006 0.002 0.092
H 5.270 1.576 -1.258 -0.012 0.003 -0.010 0.106
H 5.064 3.969 -1.871 -0.009 -0.011 0.002 0.103
H 2.915 4.836 -2.727 -0.001 -0.014 0.007 0.103
H 0.972 3.343 -2.942 -0.007 0.001 -0.010 0.097
H -1.186 2.506 -1.366 0.000 -0.020 0.001 0.093
H -3.020 3.771 -2.429 0.003 -0.007 -0.006 0.102
H -3.610 3.334 -4.795 0.005 -0.001 0.000 0.102
H -2.354 1.644 -6.086 0.007 -0.002 0.010 0.104
H -0.512 0.392 -5.029 -0.005 -0.007 0.008 0.104
H -0.428 -2.113 -2.731 0.000 0.006 -0.027 0.101
H 0.171 -3.957 -4.268 0.012 0.020 0.006 0.110
H 2.080 -3.695 -5.819 -0.006 0.006 0.014 0.105
H 3.393 -1.604 -5.822 -0.016 0.010 0.011 0.103
H 2.794 0.235 -4.294 0.020 0.019 0.000 0.102
O 1.560 -4.551 -1.529 -0.002 -0.012 -0.044 0.071
C 1.309 -3.690 -0.706 0.279 0.103 0.153 -0.646
O 2.028 -2.637 -0.475 -0.205 -0.137 -0.164 -0.315
C 0.107 -3.922 0.194 -0.059 0.102 -0.033 -0.102
C -0.962 -3.034 0.263 0.042 0.064 -0.084 0.052
C -2.039 -3.358 1.070 -0.101 0.111 -0.052 -0.110
C -2.092 -4.499 1.841 -0.106 -0.051 0.022 0.076
C -1.009 -5.348 1.753 0.003 -0.131 0.039 -0.115
C 0.072 -5.100 0.930 0.059 -0.029 0.030 0.074
N -1.020 -6.580 2.574 0.076 0.143 0.104 -0.350
O -0.059 -7.314 2.494 0.011 -0.039 -0.061 0.088
O -1.977 -6.763 3.297 -0.053 -0.020 -0.046 0.082
N -3.200 -2.440 1.119 0.143 0.020 0.148 -0.346
O -4.184 -2.809 1.725 -0.036 -0.042 0.002 0.084
O -3.089 -1.364 0.571 0.025 0.066 -0.096 0.072
H -0.964 -2.114 -0.316 0.031 0.006 0.088 0.078
H -2.940 -4.724 2.469 0.014 0.010 -0.001 0.131
H 0.876 -5.818 0.862 -0.004 0.009 -0.017 0.139
N -1.259 1.217 1.110 -0.043 0.168 -0.075 0.119
C -0.355 1.982 1.682 -0.111 -0.099 0.110 -0.810
S 1.319 1.603 1.672 0.117 -0.050 -0.033 0.624
N -0.711 3.107 2.347 0.017 -0.062 -0.022 0.045
C -2.006 3.696 2.362 0.021 -0.012 -0.007 -0.248
C -2.146 5.021 1.966 -0.018 0.034 -0.020 -0.022
C -3.397 5.618 1.988 -0.015 -0.017 0.000 -0.077
C -4.513 4.892 2.384 0.033 -0.013 -0.005 -0.083
C -4.367 3.572 2.783 0.011 0.008 0.003 -0.069
C -3.114 2.974 2.790 -0.014 -0.018 0.043 -0.036
H -0.911 0.594 0.333 0.032 -0.080 -0.170 -0.003
H -2.223 1.514 1.081 0.006 0.014 0.038 0.097
H 0.064 3.667 2.667 -0.012 -0.003 0.040 0.120
H -1.276 5.576 1.636 -0.018 -0.020 0.001 0.116
H -3.500 6.651 1.681 0.000 -0.013 0.006 0.106
H -5.491 5.356 2.386 0.025 -0.008 0.004 0.105
H -5.228 3.003 3.109 0.014 0.010 -0.008 0.109
H -2.992 1.959 3.149 -0.005 0.027 -0.026 0.123
Te 3.311 -1.948 1.928 -0.182 0.098 -0.009 1.207
C 2.603 -1.595 3.883 0.013 0.026 -0.025 -0.630
C 3.006 -0.444 4.553 -0.074 0.011 0.023 -0.170
C 2.528 -0.192 5.832 0.014 -0.024 -0.026 -0.085
C 1.646 -1.078 6.435 0.008 -0.002 -0.016 -0.086
C 1.240 -2.220 5.759 -0.012 0.007 -0.010 -0.083
C 1.719 -2.484 4.483 0.016 -0.016 0.028 -0.151
H 3.678 0.264 4.082 -0.020 -0.015 0.010 0.092
H 2.842 0.703 6.354 0.002 -0.005 0.001 0.105
H 1.274 -0.878 7.432 -0.001 -0.001 -0.006 0.103
H 0.550 -2.912 6.224 0.005 0.001 -0.002 0.106
H 1.398 -3.379 3.962 0.015 0.005 0.011 0.091
```
Positions in Å, forces in eV/Å.

Computed properties:
Kohn-Sham gap (spin up / spin down) in eV: 6.6 / 5.7
Energy relative to the best compared isomer or geometry (same formula, charge and spin) in eV: 0.511
Charge: 0
Spin multiplicity: 3
HOMO level (spin up / spin down) in eV: -7.17 / -8.18

3.
The following is a quantum chemistry calculation of a molecular structure, C38H31F15GeHgN2O2PS, from the OMol25 dataset.

```
92
Properties=species:S:1:pos:R:3:forces:R:3:lowdin_charge:R:1
Hg -0.073 1.277 -0.239 -0.069 0.514 -0.083 0.885
F -5.118 -1.297 -0.977 -0.174 0.043 -0.173 0.080
C -4.855 -2.604 -0.893 0.438 0.165 0.244 -0.238
C -3.755 -3.012 -0.144 -0.302 -0.215 0.115 -0.107
C -3.619 -4.386 0.000 -0.022 0.494 -0.005 -0.216
F -2.682 -4.907 0.800 0.200 -0.086 0.045 0.099
C -4.454 -5.290 -0.630 -0.067 -0.054 -0.123 -0.147
F -4.270 -6.608 -0.481 0.016 -0.144 0.020 0.104
C -5.493 -4.838 -1.421 0.263 0.317 0.235 -0.147
F -6.288 -5.701 -2.047 -0.211 -0.209 -0.119 0.118
C -5.710 -3.475 -1.533 -0.029 -0.222 -0.063 -0.146
F -6.745 -3.036 -2.253 -0.116 0.092 -0.087 0.113
Ge -2.647 -1.517 0.637 0.173 0.043 -0.105 0.635
S -1.981 -0.274 -0.966 -0.316 -0.319 0.103 0.187
C -1.196 -2.406 1.688 0.062 0.164 -0.087 -0.114
C -0.345 -3.279 1.027 -0.325 0.262 0.156 -0.256
F -0.510 -3.472 -0.283 0.083 -0.196 -0.141 0.089
C 0.643 -3.987 1.677 0.088 -0.054 0.060 -0.162
F 1.427 -4.848 1.022 0.046 -0.097 -0.084 0.111
C 0.821 -3.807 3.037 -0.229 0.206 -0.117 -0.139
F 1.744 -4.510 3.690 0.221 -0.077 0.093 0.119
C 0.038 -2.892 3.717 0.071 -0.085 -0.049 -0.139
F 0.235 -2.701 5.025 0.009 0.024 0.131 0.112
C -0.944 -2.200 3.034 -0.160 0.027 -0.299 -0.213
F -1.673 -1.316 3.724 0.019 -0.035 0.171 0.106
C -3.968 -0.832 1.967 -0.109 -0.144 0.086 -0.113
C -4.464 -1.703 2.926 0.196 0.178 -0.319 -0.236
F -4.009 -2.971 2.953 -0.032 -0.077 0.135 0.086
C -5.401 -1.332 3.865 -0.082 0.047 0.093 -0.148
F -5.837 -2.195 4.794 -0.044 -0.101 0.069 0.100
C -5.894 -0.039 3.850 0.384 -0.117 -0.371 -0.142
F -6.790 0.342 4.755 -0.238 0.079 0.201 0.120
C -5.446 0.853 2.891 -0.126 -0.070 0.242 -0.138
F -5.941 2.089 2.881 -0.041 0.169 -0.040 0.125
C -4.495 0.452 1.968 0.387 -0.159 -0.281 -0.222
F -4.094 1.327 1.066 -0.145 0.149 0.014 0.114
O -0.433 4.379 -2.840 0.006 -0.160 -0.020 -0.072
C -0.991 4.294 -1.729 -0.237 0.361 0.007 -0.503
N -0.742 3.335 -0.762 -0.189 -0.293 0.266 -0.003
C -1.498 3.550 0.367 -0.461 0.844 0.025 -0.551
O -1.424 2.789 1.379 0.076 -0.292 -0.130 -0.147
C -2.314 4.728 0.152 0.433 -0.582 0.112 -0.141
C -3.270 5.376 0.931 -0.214 0.346 -0.053 -0.061
C -3.909 6.487 0.403 0.049 -0.209 0.398 -0.154
C -3.593 6.961 -0.892 0.112 0.091 -0.417 -0.156
C -2.648 6.313 -1.677 -0.181 0.170 0.167 -0.064
C -2.005 5.198 -1.159 0.391 -0.385 -0.235 -0.135
H -3.505 5.018 1.928 -0.018 -0.024 -0.023 0.097
H -4.657 7.005 0.995 0.006 0.008 -0.025 0.068
H -4.098 7.841 -1.280 -0.029 -0.031 0.019 0.065
H -2.419 6.661 -2.679 0.028 0.009 0.018 0.097
C 3.208 3.009 -1.493 -0.104 -0.032 0.032 -0.098
C 4.147 1.855 -1.100 -0.182 -0.104 0.137 -0.596
C 4.782 2.258 0.238 -0.023 -0.050 0.003 -0.113
C 5.253 1.691 -2.142 -0.033 -0.053 0.048 -0.096
P 3.045 0.323 -0.707 0.642 0.044 -0.210 0.792
N 1.858 0.711 0.186 0.292 -0.501 0.069 -0.425
C 2.654 -0.510 -2.402 -0.002 0.090 0.288 -0.593
C 2.098 0.591 -3.313 -0.008 -0.028 0.093 -0.095
C 1.529 -1.532 -2.183 -0.105 -0.008 0.048 -0.121
C 3.821 -1.211 -3.101 -0.019 0.001 0.072 -0.091
C 4.122 -0.905 0.319 -0.187 0.075 -0.096 -0.587
C 3.347 -2.227 0.310 0.032 -0.027 -0.004 -0.111
C 5.555 -1.173 -0.140 -0.016 0.038 -0.057 -0.093
C 4.121 -0.417 1.780 -0.066 0.023 -0.008 -0.113
H 3.684 3.967 -1.263 0.059 -0.013 -0.022 0.079
H 2.278 2.959 -0.925 0.031 0.087 -0.029 0.050
H 2.953 3.021 -2.550 -0.031 -0.020 0.014 0.065
H 5.220 3.257 0.148 -0.013 0.008 -0.049 0.077
H 5.577 1.577 0.541 -0.017 0.030 0.026 0.049
H 4.017 2.287 1.016 0.055 0.037 0.037 0.080
H 5.857 2.605 -2.168 0.010 0.010 0.011 0.081
H 4.852 1.541 -3.144 0.031 0.022 -0.004 0.055
H 5.916 0.856 -1.906 0.031 0.058 -0.072 0.056
H 1.285 1.132 -2.823 0.021 0.079 -0.098 0.068
H 1.694 0.141 -4.224 0.000 -0.055 0.013 0.084
H 2.860 1.308 -3.609 -0.037 0.011 -0.023 0.051
H 0.875 -1.228 -1.367 -0.101 -0.036 0.022 0.009
H 1.909 -2.530 -1.965 -0.024 0.018 0.011 0.060
H 0.906 -1.608 -3.078 0.035 0.027 -0.043 0.084
H 4.652 -0.542 -3.317 0.007 -0.047 -0.015 0.056
H 3.461 -1.623 -4.050 -0.001 0.023 -0.026 0.084
H 4.193 -2.048 -2.508 -0.008 0.002 -0.088 0.051
H 3.373 -2.721 -0.661 -0.002 -0.001 0.065 0.055
H 2.308 -2.042 0.588 -0.012 -0.051 -0.030 0.068
H 3.785 -2.917 1.039 0.021 0.027 0.018 0.083
H 5.591 -1.606 -1.140 0.079 0.032 0.051 0.056
H 6.020 -1.887 0.549 -0.001 -0.019 0.002 0.081
H 6.169 -0.272 -0.137 0.005 -0.037 0.030 0.052
H 3.188 0.115 1.977 0.005 0.009 0.065 0.053
H 4.964 0.235 2.006 -0.036 0.003 -0.017 0.059
H 4.171 -1.275 2.457 0.079 -0.037 -0.040 0.072
```
Positions in Å, forces in eV/Å.

Computed properties:
Kohn-Sham gap (spin up / spin down) in eV: 2.7 / 6.2
Energy relative to the best compared isomer or geometry (same formula, charge and spin) in eV: 0.811
Charge: -2
Spin multiplicity: 2
HOMO level (spin up / spin down) in eV: 0.94 / -2.51